[1]
Computed, not measured: C39H28BrN4O6Ti as an isolated structure, with the ωB97M-V functional and the def2-TZVPD basis.

Structure (ORCA input):
```
! wB97M-V def2-TZVPD RIJCOSX def2/J DEFGRID3
* xyz -1 1
Ti -0.05 -0.33 -0.47
C 0.63 -1.25 -4.45
O -0.57 -1.98 -4.72
C -1.73 -1.52 -4.17
C -2.88 -1.62 -4.94
C -4.12 -1.22 -4.44
C -4.20 -0.70 -3.17
C -3.05 -0.59 -2.37
C -3.16 0.01 -1.06
N -2.19 0.18 -0.24
N -2.53 0.90 0.90
C -1.44 1.41 1.39
O -0.28 1.22 0.88
C -1.54 2.28 2.59
C -2.72 2.38 3.31
C -2.78 3.19 4.44
C -1.66 3.90 4.84
C -0.48 3.80 4.12
C -0.41 2.99 3.00
C -1.81 -1.02 -2.85
O -0.74 -1.02 -2.10
H 1.28 -1.42 -5.31
H 1.11 -1.61 -3.54
H 0.43 -0.18 -4.34
H -2.78 -2.02 -5.94
H -5.00 -1.31 -5.05
H -5.15 -0.36 -2.76
H -4.13 0.39 -0.75
H -3.58 1.82 2.98
H -3.70 3.27 5.00
H -1.71 4.54 5.72
H 0.40 4.36 4.43
H 0.50 2.90 2.43
O 2.87 4.37 -0.95
C 1.74 4.62 -1.63
C 1.54 5.92 -2.10
C 0.40 6.24 -2.80
C -0.58 5.28 -3.05
C -0.39 4.00 -2.58
C 0.76 3.64 -1.87
C 0.89 2.25 -1.40
O -0.02 1.40 -1.67
N 1.98 1.94 -0.71
N 1.92 0.61 -0.35
C 3.02 0.10 0.09
C 3.19 -1.30 0.37
C 4.35 -1.75 1.02
C 4.57 -3.09 1.23
C 3.62 -4.01 0.77
C 2.48 -3.60 0.12
C 2.24 -2.23 -0.09
O 1.16 -1.84 -0.71
H 2.84 3.41 -0.69
H 2.31 6.66 -1.90
H 0.26 7.26 -3.16
H -1.48 5.54 -3.60
H -1.13 3.22 -2.75
H 3.87 0.77 0.21
H 5.08 -1.01 1.36
H 5.46 -3.43 1.75
H 3.78 -5.07 0.94
H 1.74 -4.30 -0.23
Br -2.24 -3.14 -0.37
C -1.08 -3.77 0.99
C -1.13 -5.12 1.19
C -0.39 -5.71 2.23
C 0.33 -4.91 3.06
C 0.40 -3.51 2.85
C 1.17 -2.74 3.75
C 1.26 -1.40 3.57
C 0.64 -0.79 2.45
C -0.11 -1.46 1.51
C -0.28 -2.88 1.76
H -1.76 -5.73 0.56
H -0.43 -6.78 2.38
H 0.89 -5.33 3.89
H 1.67 -3.24 4.57
H 1.84 -0.78 4.25
H 0.82 0.27 2.33
*
```

=====

[2]
Computed, not measured: C39H61BBaI2N9S4Si as an isolated structure, with the ωB97M-V functional and the def2-TZVPD basis.

Structure (ORCA input):
```
! wB97M-V def2-TZVPD RIJCOSX def2/J DEFGRID3
* xyz -1 1
Ba -0.71 -1.53 -1.17
C -5.19 -3.09 1.89
C -3.83 -2.42 2.07
C -2.93 -2.77 0.86
C -3.23 -2.85 3.40
N -4.04 -0.93 2.06
C -5.25 -0.28 1.99
C -4.99 1.02 1.72
N -3.63 1.17 1.59
B -3.17 2.46 0.82
N -3.56 2.43 -0.67
C -3.47 3.63 -1.34
C -3.64 3.40 -2.65
N -3.85 2.04 -2.80
C -3.77 1.45 -1.58
S -3.93 -0.22 -1.25
C -3.97 1.35 -4.13
C -4.05 2.41 -5.22
C -5.25 0.52 -4.18
C -2.73 0.49 -4.35
N -1.68 2.85 1.00
C -1.37 3.78 1.97
C -0.08 4.11 1.83
N 0.43 3.39 0.76
C -0.57 2.62 0.23
S -0.51 1.67 -1.17
C 1.83 3.68 0.28
C 1.80 5.06 -0.37
C 2.37 2.65 -0.71
C 2.75 3.66 1.50
C -3.08 -0.01 1.85
S -1.37 -0.43 1.90
H -5.02 -4.16 1.83
H -5.68 -2.77 0.97
H -5.86 -2.90 2.74
H -2.01 -3.26 1.17
H -2.70 -1.86 0.33
H -3.45 -3.44 0.17
H -3.13 -3.94 3.40
H -3.87 -2.55 4.23
H -2.23 -2.43 3.54
H -6.19 -0.79 2.10
H -5.66 1.84 1.55
H -3.81 3.35 1.33
H -3.28 4.55 -0.82
H -3.64 4.09 -3.47
H -4.87 3.11 -5.06
H -4.22 1.90 -6.17
H -3.11 2.97 -5.32
H -6.11 1.11 -3.84
H -5.19 -0.37 -3.56
H -5.43 0.22 -5.21
H -1.82 1.09 -4.30
H -2.77 0.00 -5.32
H -2.66 -0.29 -3.60
H -2.10 4.12 2.68
H 0.52 4.80 2.40
H 1.13 5.06 -1.22
H 2.81 5.31 -0.72
H 1.48 5.83 0.34
H 1.86 2.69 -1.66
H 2.29 1.64 -0.32
H 3.42 2.88 -0.87
H 2.53 4.45 2.22
H 2.69 2.70 2.01
H 3.77 3.81 1.16
C 5.18 -3.50 0.08
C 4.21 -4.55 0.60
N 2.98 -3.96 1.11
C 1.73 -4.06 0.63
S 0.45 -3.55 1.64
N 1.48 -4.57 -0.57
C 2.25 -4.39 -1.81
C 2.53 -5.71 -2.51
H 6.06 -3.98 -0.34
H 5.50 -2.84 0.89
H 4.70 -2.88 -0.68
H 4.67 -5.11 1.42
H 3.95 -5.27 -0.16
H 3.03 -3.44 1.97
H 0.49 -4.74 -0.75
H 3.15 -3.83 -1.58
H 1.66 -3.74 -2.47
H 3.15 -6.37 -1.90
H 3.03 -5.53 -3.46
H 1.59 -6.22 -2.71
C 1.21 1.34 5.32
Si 0.78 0.00 4.08
C 0.28 -1.57 4.96
C 2.19 -0.29 2.91
C -0.76 0.69 3.19
H 2.14 1.10 5.85
H 0.43 1.48 6.06
H 1.36 2.29 4.81
H 0.99 -1.80 5.76
H 0.29 -2.41 4.26
H -0.71 -1.49 5.41
H 1.85 -0.59 1.91
H 2.81 -1.11 3.29
H 2.83 0.58 2.79
H -0.54 1.67 2.77
H -1.55 0.79 3.94
N 8.00 3.34 -3.55
C 7.19 2.65 -3.12
C 6.17 1.79 -2.58
C 6.28 1.34 -1.27
C 5.29 0.52 -0.74
C 4.19 0.13 -1.50
C 4.10 0.57 -2.84
C 5.08 1.39 -3.36
C 3.14 -0.66 -0.95
C 2.23 -1.40 -0.57
H 7.13 1.64 -0.67
H 5.36 0.18 0.29
H 3.25 0.26 -3.43
H 5.01 1.73 -4.39
I -1.57 -4.73 -2.40
I 0.76 -1.24 -4.48
*
```

=====

[3]
Computed, not measured: a 2-piece molecular cluster, C2H4Si overall, with the ωB97M-V functional and the def2-TZVPD basis.

Structure (ORCA input):
```
! wB97M-V def2-TZVPD RIJCOSX def2/J DEFGRID3
* xyz 0 1
C 1.15 0.65 0.34
C 1.70 -0.38 0.21
Si -2.28 -0.17 0.16
H 0.71 1.62 0.64
H 2.05 -1.35 0.01
H -0.98 0.50 -0.27
H -2.36 -0.86 -1.09
*
```

=====

HOMO level for every record listed, in sequence, given in Eh: -0.193 -0.166 -0.320.
ΔE to the lowest compared entry with this formula, charge and spin for every record listed, in sequence, given in kcal per mole: 0.00 0.00 63.68.